The following is a DFT calculation (ωB97M-V/def2-TZVPD) of a cluster of 3 separate species, C16H16NO8 in total at a distorted geometry.

Calculated values
net charge	+1
HOMO	-11.69	eV
orbital gap	0.2556	Ha

Each line ends with the natural charge from an NBO analysis.
Cartesian coordinates (Å):
O: 4.69 2.66 3.69  -0.61
O: -2.36 0.61 -5.84  -0.51
O: 2.75 4.17 2.53  -0.49
O: 2.33 -1.10 2.15  -0.59
O: 0.87 1.90 -1.85  -0.54
O: -1.59 0.96 -1.22  -0.66
O: 0.13 1.47 -6.47  -0.62
O: 0.43 0.41 0.92  -0.68
N: -2.15 -4.00 1.66  -0.58
C: 3.57 0.74 2.95  -0.37
C: -3.09 -3.06 0.92  -0.07
C: 2.64 2.96 2.42  0.47
C: -1.63 0.89 -4.91  0.47
C: 0.15 1.60 -2.79  0.47
C: -1.07 -3.12 2.23  -0.08
C: -3.71 -2.07 1.73  -0.36
C: -2.05 0.75 -3.51  -0.36
C: -0.25 1.38 -5.18  0.31
C: 0.09 -2.78 1.55  -0.40
C: 0.58 1.71 -4.18  -0.37
C: 1.45 1.01 1.60  0.35
C: 1.54 2.34 1.68  -0.35
C: -1.22 1.08 -2.52  0.30
C: 2.46 0.12 2.24  0.48
C: 3.66 2.07 3.04  0.32
H: -0.82 1.26 -0.70  0.51
H: -4.31 -2.47 2.61  0.23
H: -3.22 -3.15 -0.19  0.26
H: 1.03 -2.60 2.20  0.31
H: -0.64 1.18 -6.99  0.51
H: 0.17 -2.74 0.42  0.23
H: -3.05 0.38 -3.33  0.24
H: -3.53 -0.98 1.53  0.27
H: 4.30 0.08 3.40  0.25
H: 1.58 2.07 -4.36  0.25
H: -1.78 -4.70 1.00  0.46
H: 0.81 3.00 1.22  0.25
H: 0.60 -0.54 1.00  0.49
H: 4.53 3.62 3.61  0.51
H: -2.63 -4.43 2.47  0.45
H: -1.25 -2.67 3.26  0.26